[1]
Computed, not measured: a structure of composition C38H78O16S8, with the ωB97M-V functional and the def2-TZVPD basis.

Structure (XYZ):
```
140
C38H78O16S8 | the OMol25 dataset | the ωB97M-V functional and the def2-TZVPD basis
S -23.41157 -6.04487 -17.28182
S -30.38235 -10.14027 -20.21492
S -28.27818 -14.09409 -20.57991
S -29.35838 -6.51018 -20.92668
S -20.75658 -12.16016 -20.28886
S -24.56061 -8.45316 -22.47770
S -24.33811 -12.37602 -21.84158
S -28.12285 -9.69822 -18.24608
O -24.93190 -9.56176 -21.58839
O -23.57546 -8.69824 -23.51631
O -28.91020 -15.29346 -21.09188
O -29.94835 -11.50997 -20.26609
O -19.54386 -11.53350 -19.78569
O -28.10118 -7.26522 -21.26599
O -22.48752 -7.06102 -17.76028
O -28.28021 -8.22777 -17.90573
O -23.05672 -12.07780 -22.44317
O -28.14537 -12.90573 -21.36131
O -29.21298 -10.65947 -18.15021
O -24.45430 -12.49717 -20.41494
O -29.55794 -9.07024 -20.74361
O -20.66861 -13.16921 -21.34122
O -30.48812 -6.28941 -21.85169
O -22.89632 -4.78998 -16.53683
C -28.53786 -4.92823 -18.78989
C -26.53207 -14.45184 -19.89381
C -26.36265 -11.92439 -23.59863
C -24.38541 -5.56579 -18.72224
C -25.50049 -6.58871 -18.78070
C -26.39834 -13.58577 -18.63099
C -29.68670 -5.80508 -18.14896
C -26.09574 -6.21052 -22.44243
C -30.82274 -9.55160 -18.45266
C -28.75784 -4.85312 -20.34101
C -29.02366 -5.29480 -13.97146
C -27.71294 -13.56156 -17.81152
C -26.26711 -10.40242 -20.10196
C -26.12837 -7.56887 -23.10476
C -27.53575 -7.31031 -14.30476
C -25.49110 -10.28057 -18.75990
C -28.92498 -13.61993 -18.84964
C -27.79517 -5.85483 -14.64833
C -25.86583 -7.10162 -17.38448
C -26.48133 -13.47343 -23.39308
C -32.35346 -9.58365 -18.21197
C -23.96384 -7.05572 -21.50035
C -22.64917 -10.40178 -19.51624
C -30.06197 -6.89161 -19.27453
C -24.84029 -10.11912 -15.03632
C -32.85225 -9.06579 -19.59708
C -25.56292 -11.14799 -22.52395
C -25.91323 -9.29036 -14.33519
C -24.82023 -6.69398 -16.34478
C -25.28769 -6.31412 -21.13306
C -32.10992 -9.87981 -20.72631
C -26.50536 -10.48255 -17.63195
C -27.62685 -9.72281 -20.04447
C -22.81750 -11.56897 -18.48105
C -21.81088 -12.65194 -18.81633
C -25.12643 -13.81827 -22.74964
C -26.23895 -7.87118 -14.83261
C -22.01499 -10.93826 -20.82987
H -26.84515 -6.71348 -17.10453
H -27.85733 -12.54856 -17.43590
H -28.38138 -7.86651 -14.70928
H -24.60041 -10.90155 -18.66419
H -27.26796 -11.42713 -23.94683
H -26.85701 -9.83059 -14.40956
H -21.55995 -10.26795 -21.55906
H -30.48378 -8.51659 -18.49682
H -27.34669 -13.70177 -22.77090
H -25.63347 -14.05535 -18.01247
H -26.49432 -15.46612 -19.49646
H -25.12262 -9.27402 -18.56195
H -25.87867 -14.27558 -20.74827
H -25.86214 -11.81406 -24.56061
H -24.04102 -9.48513 -14.65249
H -25.34208 -7.33114 -14.52917
H -25.57553 -5.51505 -23.10106
H -26.25958 -11.01930 -21.69557
H -30.54366 -5.21535 -17.82350
H -25.10207 -5.24747 -21.00696
H -27.60664 -5.49030 -18.71919
H -26.45196 -11.42533 -20.42996
H -28.76448 -4.86581 -13.00352
H -26.06909 -12.57062 -18.85265
H -21.21852 -13.01440 -17.97620
H -26.95199 -5.20169 -14.42350
H -22.27267 -13.58120 -19.14997
H -25.21207 -5.77296 -15.91316
H -24.94511 -14.64108 -22.05811
H -33.93440 -9.11184 -19.71925
H -24.79843 -10.11821 -16.12552
H -27.90639 -14.29974 -17.03322
H -25.80003 -8.18777 -17.44823
H -32.45831 -10.91139 -20.77691
H -28.37528 -3.90175 -18.46125
H -32.67576 -10.60926 -18.03214
H -26.94798 -8.15906 -22.69485
H -26.78250 -13.87741 -24.35962
H -31.12577 -6.96053 -19.50188
H -26.06819 -10.11896 -16.70201
H -23.68968 -5.48693 -19.55761
H -27.90272 -5.70022 -15.72194
H -29.40938 -4.45769 -14.55332
H -24.83684 -11.13064 -14.63023
H -27.09146 -5.80783 -22.25674
H -29.90283 -5.91081 -13.78255
H -29.30185 -6.42675 -17.34055
H -32.20513 -9.48437 -21.73757
H -23.84687 -11.86694 -18.68030
H -22.83277 -11.48844 -21.29532
H -25.11635 -10.17245 -22.71626
H -24.44355 -14.13865 -23.53648
H -32.74699 -8.82749 -17.53265
H -24.60200 -7.31696 -15.47738
H -21.88616 -9.75695 -19.08023
H -26.16928 -7.52481 -24.19310
H -26.39906 -7.96488 -15.90671
H -29.86856 -7.93880 -19.04193
H -28.33039 -10.39769 -20.53197
H -26.30907 -6.40967 -19.48940
H -22.83207 -11.38257 -17.40721
H -29.59343 -4.16413 -20.46420
H -25.72490 -9.30353 -13.26167
H -29.70887 -14.31678 -18.55297
H -23.47525 -9.71064 -19.68364
H -25.88744 -6.81689 -20.37437
H -27.42060 -7.52261 -13.24185
H -27.80360 -8.73519 -20.47046
H -23.41555 -6.38571 -22.16260
H -30.25483 -10.02580 -17.65222
H -32.53784 -8.02469 -19.67036
H -23.33405 -7.38681 -20.67461
H -29.38454 -12.66096 -19.08901
H -25.06641 -7.47447 -19.24449
H -24.84155 -4.60435 -18.48628
H -26.63647 -11.56421 -17.60159
H -28.01692 -4.55378 -21.08231
H -25.72256 -9.93758 -20.92384
```

Output
electronic energy: -5882.8212 Eh
LUMO: -0.005 eV
2S+1: 1
frontier orbital gap: 8.531 eV

=====

[2]
Computed, not measured: a cluster of 9 separate species, C38H79N18O16P in total, with the ωB97M-V functional and the def2-TZVPD basis.

Structure (XYZ):
```
152
C38H79N18O16P | the OMol25 dataset | the ωB97M-V functional and the def2-TZVPD basis
P -0.85612 -0.90722 -1.88404
O -1.75101 -3.17145 -3.67126
O 4.19058 7.34274 -2.33738
O 0.59626 -3.23476 -2.31046
O -1.21040 -6.66519 0.72956
O 3.86128 2.57034 1.56560
O -8.09169 -2.55972 -5.85928
O -5.08175 -2.48075 -2.62732
O -4.79558 -7.73535 3.30983
O -0.12956 6.31860 -1.54873
O -1.18451 0.29268 -2.70345
O 7.86758 0.51458 6.42052
O 10.11368 2.20655 2.43025
O 2.14552 -4.54700 -1.50648
O 3.35583 -1.67933 5.44541
O 1.33797 -1.30622 -3.40818
O -4.31903 5.45571 -3.16938
N 1.79259 7.27527 -0.83516
N 5.77752 7.27255 -3.95449
N 5.28553 -0.65488 6.06347
N -5.65480 -8.89361 1.56073
N 8.35687 2.40658 7.57778
N -4.19100 -7.14151 1.20243
N -3.38000 6.76761 -1.57168
N 9.75781 1.64590 5.90554
N -0.22319 8.36802 -0.56708
N -1.95976 -4.71970 1.67565
N -5.63567 6.92722 -2.05964
N 4.25781 9.01116 -3.86774
N 3.26027 0.39321 6.37140
N 2.61456 -0.11014 2.14071
N 9.06573 3.79870 1.19904
N -7.60250 -1.29998 -4.03770
N -9.34971 -0.72084 -5.43816
N 8.27199 3.19918 3.28956
C -1.26801 -5.46552 0.65816
C 8.61574 1.45967 6.62431
C 1.41363 -3.40033 -1.15612
C 0.30861 2.08759 0.72234
C -0.64281 -4.73953 -0.50216
C -4.86978 -7.90639 2.10670
C -3.02060 -2.60254 -3.98265
C 2.63623 2.66357 0.93659
C 9.20853 3.01559 2.31085
C -5.13039 -0.95718 -0.71539
C 0.44948 7.25557 -1.01626
C -5.19428 0.37210 -1.46508
C -4.43093 6.32283 -2.32422
C -5.19218 -3.31527 0.95074
C 4.71070 7.84360 -3.32129
C -4.66052 0.41631 -2.89443
C 2.99396 -5.92120 0.36042
C 1.67195 0.96822 2.54690
C 3.93620 -0.71829 5.92947
C -0.62137 -2.41414 -4.08833
C -5.18136 -0.90866 0.69361
C 2.69830 -2.12542 0.71133
C -4.48585 1.48883 -0.69052
C -5.09400 -2.25184 -1.26271
C 1.82048 -1.22376 1.57739
C 2.30190 -2.21603 -0.77500
C 0.25301 -2.02944 -2.88710
C 1.53317 1.92411 1.38945
C -5.14058 -3.39181 -0.44194
C 3.28952 -4.93425 -0.77868
C -8.32830 -1.59358 -5.15564
C 0.41857 -3.73716 -0.02731
C -5.28833 -4.55408 1.79659
C 1.30669 3.63445 -0.84331
C -5.20107 -2.03720 1.51233
C -4.03244 -3.32163 -3.09626
C 2.52236 3.50377 -0.17045
C 0.18299 2.93853 -0.38789
H 2.98804 -5.42135 1.32713
H 3.46559 9.44555 -3.43459
H 9.98198 0.97074 5.19507
H -5.72940 -9.05578 0.57546
H 2.03174 1.47084 3.44422
H 2.80944 -3.10689 1.15837
H -0.75404 3.04540 -0.90916
H 2.99603 -0.46997 3.00943
H 0.96654 -0.80915 1.04689
H -1.96374 -1.68061 -1.49178
H -4.87477 -5.41178 1.27590
H -6.25365 0.64880 -1.50132
H 2.27920 8.04411 -0.41870
H 2.32949 6.49462 -1.16138
H -5.23152 0.05194 1.17774
H -3.58839 -6.41299 1.55115
H 5.78553 0.12792 6.44410
H -3.48407 7.47966 -0.87544
H -9.90045 -0.90772 -6.25364
H 0.23296 9.14355 -0.12749
H 0.68958 0.56026 2.79538
H 6.21104 7.66580 -4.76737
H -5.24726 -1.91613 2.58479
H 7.52111 3.85886 3.22788
H 2.26137 0.38986 6.29131
H 10.37788 2.41997 6.05053
H -3.49438 -3.79829 -2.27983
H -0.91237 -1.51114 -4.61458
H -3.02711 -1.52887 -3.82860
H -3.24908 -2.80523 -5.03009
H 5.82103 -1.44204 5.74991
H 0.94113 -4.17252 0.82143
H 3.39977 4.03804 -0.50664
H -2.46963 6.35366 -1.72232
H 8.96185 3.18523 7.75574
H -5.17640 -0.25075 -3.57149
H 1.29824 -0.38717 -3.11772
H 3.93101 -5.44172 -1.49543
H -6.32894 -4.77545 2.02147
H -3.48954 1.14229 -0.40838
H 3.71864 1.18982 6.76852
H 6.12647 6.41034 -3.58141
H -7.78809 -0.50718 -3.45363
H -3.58799 0.24710 -2.88990
H -1.21403 8.39643 -0.70240
H 3.22302 -2.31397 -1.34562
H -1.43681 -4.19093 -1.01175
H 9.73806 3.68077 0.46554
H 8.32265 4.46029 1.08370
H 7.52930 2.29434 8.13117
H 3.69297 -1.68441 0.72497
H -4.80203 1.42896 -3.26448
H -6.84292 -1.91468 -3.79795
H 3.89253 -4.10924 -0.40685
H -5.16027 -4.36223 -0.91890
H 0.00226 -3.05853 -4.70473
H -4.99043 1.76992 0.22713
H 4.66636 9.43458 -4.67838
H -0.07515 -2.82145 0.30193
H -1.25460 -4.22081 2.21378
H -4.26140 -7.28380 0.21342
H -5.75386 7.64230 -1.36876
H 1.39759 -1.81513 2.39737
H 3.73539 -6.71106 0.37003
H 1.89108 -1.25354 -1.05504
H -0.56443 1.54810 1.06649
H 1.23087 4.27837 -1.70290
H 2.00507 -6.34666 0.20861
H -0.22972 -5.47272 -1.18174
H -4.34421 2.35081 -1.32796
H -4.49067 -4.11901 -3.67770
H -6.16658 -9.47522 2.19546
H -0.20187 -0.52977 -0.69953
H -2.48299 -3.98589 1.19851
H 8.36472 2.62030 4.10320
H -4.74622 -4.42861 2.72859
H 3.75527 2.84590 2.47983
H -6.42664 6.62643 -2.59567
H -9.55950 0.08014 -4.87516
```

Output
electronic energy: -4026.4244 Eh
LUMO: 0.000 eV
2S+1: 1
frontier orbital gap: 8.483 eV
SMILES: CCO[C@](CCCNCc1ccccc1O)(CCC(N)=O)O[C@@](O)(COCCOc1cc(C)ccc1C(C)C)[PH2]=O.NC(N)=O.NC(N)=O.NC(N)=O.NC(N)=O.NC(N)=O.NC(N)=O.NC(N)=O.NC(N)=O

=====

[3]
Computed, not measured: a cluster of 7 separate species, C38H80F4N7O12S4 in total, with the ωB97M-V functional and the def2-TZVPD basis.

Structure (XYZ):
```
145
C38H80F4N7O12S4 | the OMol25 dataset | the ωB97M-V functional and the def2-TZVPD basis
S 1.37934 4.79243 5.69311
S 3.66939 5.25395 6.06091
S 4.96370 -2.34629 5.71716
S 6.76364 -2.62407 4.36709
F 0.28575 4.72696 4.52897
F 3.44271 -1.78854 5.69888
F 7.52428 -1.90260 3.10942
F 4.99106 4.70699 5.29988
O 6.28725 7.13803 -7.97588
O 1.51639 0.77857 -0.05755
O 5.51883 -1.64032 6.88813
O 1.04386 6.10800 6.23127
O 2.86173 -7.92505 -2.70845
O 3.91758 6.64708 6.09251
O 4.57206 -3.73863 5.95568
O -8.35079 -0.54340 -5.04913
O 1.00114 3.62452 6.50853
O 7.77482 -2.46146 5.48471
O 6.55007 -3.98411 3.88968
O 3.65742 4.57644 7.35214
N 2.61378 4.60510 4.79958
N 2.72963 1.25265 1.98057
N -7.19936 -1.19493 -5.56357
N 2.59799 -7.49876 -1.33977
N 5.24741 -1.86819 4.37252
N 6.67289 6.84640 -6.60755
N -7.12028 0.82610 8.84278
C 6.80999 4.51926 -7.42940
C -9.35427 0.15450 9.43877
C -8.40315 -1.06824 9.74452
C -8.40935 -2.66339 -7.33788
C 0.15947 0.97845 1.81387
C 2.19325 -5.18729 -2.48907
C -6.44154 1.46275 6.45035
C 2.72242 -5.91130 -1.23296
C -5.92019 -0.60308 -5.03846
C 5.31662 8.75960 -5.85917
C -7.32387 -2.59477 -6.13926
C 7.44190 6.16786 -3.82777
C -6.46885 0.34258 7.54010
C -5.93736 -3.02411 -6.81762
C -7.08355 -0.30667 9.86424
C 3.93712 -8.75187 0.33329
C 3.95609 1.69151 1.15154
C 4.23375 -5.55317 -1.03144
C 6.55795 8.00195 -5.57054
C -6.03393 0.95996 -5.14011
C -4.65581 -1.13666 -5.83394
C 7.40091 5.55309 -6.43530
C 8.86815 5.84174 -6.66296
C 2.10711 -6.09808 1.29020
C -6.64303 0.98363 5.02415
C 7.22237 5.13802 -4.94545
C -4.71484 -2.70502 -6.07598
C 7.68971 9.02367 -5.58474
C -5.71542 -0.97148 -3.56836
C 1.89852 -5.41968 -0.01487
C 1.78942 -9.65043 -0.44433
C -6.44850 2.03800 9.39677
C -8.63697 1.20513 8.68457
C 1.69018 -7.55504 0.99350
C 2.51357 -8.28551 -0.10244
C -7.69093 -3.54882 -4.93630
C 6.44653 7.35917 -4.15428
C 1.48802 0.99476 1.11232
H 1.57466 -10.27738 0.42107
H -8.20533 -1.93606 9.11534
H 4.64937 -7.94104 0.18046
H 2.44723 -10.30223 -1.01925
H -7.24177 -3.18657 -4.01157
H -4.79547 -3.35195 -5.20244
H -3.76555 -0.76781 -5.32454
H 9.12788 6.40948 -7.55644
H -5.50508 0.05650 7.96129
H -7.13088 0.12394 10.86446
H 9.46354 4.93171 -6.73685
H 4.41217 8.25599 -6.20043
H -7.27499 2.12886 6.67340
H 0.84018 -9.50966 -0.96127
H 2.90392 -5.45082 -3.27241
H 5.45503 9.60369 -6.53478
H 8.66683 8.56371 -5.43725
H 0.67852 -7.51390 0.58983
H 7.85426 4.26038 -4.80919
H 2.08758 -4.35042 0.08021
H -6.19667 -4.07099 -6.97537
H -8.00414 -2.03151 -8.12822
H 6.35760 4.47457 -4.93465
H -5.37307 1.88252 9.31091
H 5.87068 4.20819 -6.97221
H 4.47565 2.25724 1.92492
H 2.10810 -4.10075 -2.50581
H -4.70948 -0.66215 -6.81376
H -10.14370 -0.21468 8.78408
H -6.77062 2.91050 8.82836
H -5.11816 1.43884 -4.79352
H 0.27042 1.20156 2.87501
H -0.44161 1.80784 1.44119
H 5.08108 -5.96603 -1.57888
H -7.71013 0.85555 4.84251
H -6.89737 1.32657 -4.58498
H -5.52899 2.05287 6.53469
H -7.44200 -4.59546 -5.11148
H 4.45170 0.79666 0.77507
H -7.07991 -0.51422 7.25621
H -0.36623 0.04766 1.60086
H 4.92565 9.22848 -4.95618
H -5.97218 0.19109 4.69256
H 7.47982 3.67306 -7.27655
H -3.79411 -2.98193 -6.58946
H -9.78698 0.57146 10.34817
H 3.87738 -9.19509 1.32731
H 3.63435 2.27993 0.29227
H -6.36030 1.89012 4.48895
H 3.12244 -6.04626 1.68331
H -8.55752 -3.66762 -7.73492
H -5.85495 -2.60209 -7.81922
H -4.75754 -0.73227 -3.10647
H 4.44771 -5.82881 0.00119
H -8.52300 -1.48327 10.74526
H 7.21606 5.82389 -2.81842
H 7.69830 9.83386 -4.85562
H -8.97783 2.13526 9.13929
H 1.23627 -5.55851 -2.85577
H -6.10940 1.38246 -6.14206
H 2.57475 2.03446 2.60096
H -5.75743 -2.02695 -3.29943
H 3.01356 0.54896 2.64713
H 8.52176 6.31563 -3.81455
H -8.72867 -3.80052 -4.71756
H 4.31468 -9.49507 -0.36898
H 9.34750 6.47983 -5.92055
H 1.63170 -5.47535 2.04803
H 5.48676 6.84828 -4.07726
H -8.89738 1.27994 7.62878
H -6.55084 -0.53745 -3.01902
H -6.10995 -0.79348 9.80751
H 0.86317 -5.43698 -0.35524
H -6.75589 2.26244 10.41816
H -9.34063 -2.32572 -6.88314
H 4.28568 -4.46661 -1.10072
H 1.74898 -8.06388 1.95565
H 7.68846 9.44129 -6.59156
H 6.70224 4.81226 -8.47374
H 6.46836 8.12631 -3.38025
```

Output
electronic energy: -4772.5712 Eh
LUMO: -9.930 eV
total charge: +3
2S+1: 1
frontier orbital gap: 1.786 eV